1.
One molecule with the formula C5H8O, computed with wB97M-V/def2-TZVPD.

Computed properties:
Kohn-Sham gap = 9.44 eV
SMILES = C=C=C(O)CC
energy above the lowest of the compared OMol25 structures with the same formula, charge and spin = 77.9 kcal per mole
E_LUMO = 0.81 eV

Geometry as ORCA input:
```
! RIJCOSX wB97M-V def2-TZVPD def2/J DEFGRID3
* xyz 0 1
H -0.7480 -2.5849 -0.3157
H 1.5596 2.1511 -0.7168
C -0.7912 -1.5146 -0.0899
C 0.4733 -0.8372 -0.6177
C -0.5666 1.4399 -0.2081
O 1.6945 1.1871 -0.7371
H -1.1579 2.0127 1.8176
C -0.5558 1.4427 1.1295
H -0.9016 -1.4044 0.9941
H -1.6876 -1.0896 -0.5502
H 0.1994 0.8052 1.6133
H 1.3686 -1.2121 -0.1066
H 0.6159 -1.0442 -1.6817
C 0.4974 0.6484 -0.5308
*
```

Atomic partial charges in e from the Mulliken method, atoms 1 to 2: number 1, H, carries 0.374; number 2, H, carries 0.380

***

2.
C5H8O as an isolated structure, computed with wB97M-V/def2-TZVPD.

Computed properties:
Kohn-Sham gap = 10.30 eV
energy above the lowest of the compared OMol25 structures with the same formula, charge and spin = 51.4 kcal per mole
E_LUMO = 1.19 eV

Geometry as ORCA input:
```
! RIJCOSX wB97M-V def2-TZVPD def2/J DEFGRID3
* xyz 0 1
H -0.3749 -2.3354 0.4675
C -0.3706 1.7641 0.0000
H -1.1090 2.5681 0.0685
C -0.1627 -0.2212 -0.1307
H -0.7905 -1.9961 -1.2851
H 0.6239 2.1827 -0.2018
O -0.7054 0.7748 -0.9946
H -1.3096 0.5805 1.5703
H 1.4037 -0.8288 -1.5915
H 1.8687 -1.2121 0.1325
C -0.2688 -1.6754 -0.3887
C -0.3319 0.6812 1.0853
C 1.0669 -0.9829 -0.5676
H 0.4601 0.7005 1.8359
*
```

Atomic partial charges in e from the Mulliken method, atoms 1 to 2: number 1, H, carries 0.237; number 2, C, carries -0.416

***

3.
One molecule with the formula C5H8O in a non-equilibrium geometry, computed with wB97M-V/def2-TZVPD.

Computed properties:
Kohn-Sham gap = 10.62 eV
SMILES = C1OC[C@H]2C[C@@H]12
energy above the lowest of the compared OMol25 structures with the same formula, charge and spin = 60.9 kcal per mole
E_LUMO = 1.09 eV

Geometry as ORCA input:
```
! RIJCOSX wB97M-V def2-TZVPD def2/J DEFGRID3
* xyz 0 1
H 1.3313 0.4710 1.3526
H -0.8589 1.9982 0.4013
H -1.1854 -2.1723 -0.6043
C 0.5340 -0.9296 -0.0710
H -0.8437 1.0834 1.9278
H 2.3198 0.6157 -0.8016
H 0.7549 0.5363 -1.6978
C -0.7784 0.9737 0.8289
H 0.9771 -1.7926 0.4446
C 0.6027 0.4190 0.5550
C -0.8889 -1.0817 -0.5444
H -1.1403 -0.6430 -1.4960
C 1.2614 0.3100 -0.7646
O -1.7193 0.0306 0.3064
*
```

Atomic partial charges in e from the Mulliken method, atoms 1 to 2: number 1, H, carries 0.393; number 2, H, carries 0.231

***

4.
One molecule with the formula C5H8O in a non-equilibrium geometry, computed with wB97M-V/def2-TZVPD.

Computed properties:
Kohn-Sham gap = 10.28 eV
SMILES = C1C[C@@H]2O[C@@H]2C1
energy above the lowest of the compared OMol25 structures with the same formula, charge and spin = 58.8 kcal per mole
E_LUMO = 1.11 eV

Geometry as ORCA input:
```
! RIJCOSX wB97M-V def2-TZVPD def2/J DEFGRID3
* xyz 0 1
C 0.5311 1.1189 0.5719
H -1.8512 -1.1754 -0.0027
C -1.0734 -0.4765 -0.2984
H 2.2611 -0.1858 0.1466
H 0.0621 2.0220 0.2021
H 0.4797 -1.6530 -1.3072
H -1.3716 -0.0133 -1.2567
H 0.4652 -1.7337 0.4649
C -0.9091 0.6176 0.7019
C 1.2954 0.1299 -0.2765
C 0.3275 -1.0748 -0.3953
O 0.0088 0.5420 1.7523
H -1.7415 1.2922 0.9425
H 1.5159 0.5900 -1.2454
*
```

Atomic partial charges in e from the Mulliken method, atoms 1 to 2: number 1, C, carries -0.257; number 2, H, carries 0.329

***

5.
A 2-piece molecular cluster, C5H8O overall in a non-equilibrium geometry, computed with wB97M-V/def2-TZVPD.

Computed properties:
Kohn-Sham gap = 9.71 eV
SMILES = C1=C[C@@H]2O[C@@H]2C1.[H][H]
energy above the lowest of the compared OMol25 structures with the same formula, charge and spin = 104.8 kcal per mole
E_LUMO = 1.14 eV

Geometry as ORCA input:
```
! RIJCOSX wB97M-V def2-TZVPD def2/J DEFGRID3
* xyz 0 1
H 0.0935 0.2484 -1.7298
O -0.9379 -0.1543 1.5570
H -0.4888 -0.2349 -1.8501
H -2.2461 -0.2892 -0.2304
H -0.5076 -2.0358 0.8433
C 1.1260 -0.5509 0.2205
C -1.2293 -0.0621 0.0996
H -0.9509 2.1212 0.2109
H 1.6497 1.6562 -0.1319
C -0.4408 1.1911 0.0084
H 1.5076 -1.2012 -0.5816
C 0.8636 0.9185 -0.1174
H 1.8243 -0.6058 1.0625
C -0.2633 -1.0011 0.6391
*
```

Atomic partial charges in e from the Mulliken method, atoms 1 to 2: number 1, H, carries -0.065; number 2, O, carries -0.413

***

6.
C5H8O as an isolated structure, computed with wB97M-V/def2-TZVPD.

Computed properties:
Kohn-Sham gap = 10.21 eV
energy above the lowest of the compared OMol25 structures with the same formula, charge and spin = 84.8 kcal per mole
E_LUMO = 1.17 eV

Geometry as ORCA input:
```
! RIJCOSX wB97M-V def2-TZVPD def2/J DEFGRID3
* xyz 0 1
H 1.4576 -0.4409 1.2715
H 2.8886 0.4667 0.5109
H 1.3399 1.9120 -0.7098
C -1.2577 0.4776 -1.1962
H -2.2163 -1.4429 -0.4455
H -1.3983 0.7870 -2.2200
H 0.3259 -3.0970 0.6632
C 0.9698 1.1225 -0.0553
C -0.5184 1.0183 0.0120
H -0.9687 1.9141 0.4567
C 1.8140 0.3426 0.6097
C -1.6256 -0.5335 -0.4118
O -0.9905 -0.1528 0.7563
H 0.1799 -2.3735 0.7583
*
```

Atomic partial charges in e from the Mulliken method, atoms 1 to 2: number 1, H, carries 0.213; number 2, H, carries 0.257

***

7.
One molecule with the formula C5H8O, computed with wB97M-V/def2-TZVPD.

Computed properties:
Kohn-Sham gap = 8.82 eV
energy above the lowest of the compared OMol25 structures with the same formula, charge and spin = 117.5 kcal per mole
E_LUMO = -0.26 eV

Geometry as ORCA input:
```
! RIJCOSX wB97M-V def2-TZVPD def2/J DEFGRID3
* xyz 0 1
H 1.4669 -1.2001 1.7413
H -2.1533 1.1773 -1.0082
H -0.1466 2.4742 -0.1739
H -0.7803 -2.0682 -0.3142
H 1.3355 -1.2215 -1.0410
C -0.1704 1.3853 -0.1718
O 1.9035 -1.3270 0.8820
H -2.0498 0.7597 0.7193
C -0.3256 -1.3987 0.4458
C -1.5184 0.7293 -0.2365
C 0.9726 -0.8282 -0.0801
H 1.9368 1.1614 -0.0879
C 0.9577 0.6844 -0.1194
H -1.4286 -0.3278 -0.5555
*
```

Atomic partial charges in e from the Mulliken method, atoms 1 to 2: number 1, H, carries 0.406; number 2, H, carries 0.366

***

8.
One molecule with the formula C5H8O, computed with wB97M-V/def2-TZVPD.

Computed properties:
Kohn-Sham gap = 9.26 eV
energy above the lowest of the compared OMol25 structures with the same formula, charge and spin = 86.2 kcal per mole
E_LUMO = 0.79 eV

Geometry as ORCA input:
```
! RIJCOSX wB97M-V def2-TZVPD def2/J DEFGRID3
* xyz 0 1
H 0.6466 2.2676 0.4522
H -0.7975 0.1912 1.5121
H -0.5527 0.7433 -1.5655
O 0.2410 2.1564 -0.4164
H -2.1276 0.8757 0.5509
H 1.5741 -0.3913 -1.2606
C 0.2069 -1.4841 0.1051
H 1.6496 0.1225 0.4263
C -1.2036 0.3022 0.4357
H 0.7934 -2.1681 0.7269
C -1.1315 -1.1109 0.7042
H -0.1305 -2.0816 -0.7575
C 0.9708 -0.2308 -0.3628
C -0.1389 0.8079 -0.5507
*
```

Atomic partial charges in e from the Mulliken method, atoms 1 to 2: number 1, H, carries 0.326; number 2, H, carries 0.197

***

9.
C5H8O as an isolated structure in a non-equilibrium geometry, computed with wB97M-V/def2-TZVPD.

Computed properties:
Kohn-Sham gap = 9.84 eV
energy above the lowest of the compared OMol25 structures with the same formula, charge and spin = 126.3 kcal per mole
E_LUMO = 0.94 eV

Geometry as ORCA input:
```
! RIJCOSX wB97M-V def2-TZVPD def2/J DEFGRID3
* xyz 0 1
H 2.3196 0.4922 -0.1074
H -2.4369 1.0976 -0.4978
C 1.3251 0.0950 -0.2738
H 2.6595 -1.0451 1.1394
C -1.9181 0.5162 0.2665
H -2.5950 -0.2348 0.6819
O -0.5762 -0.5951 -1.6430
H 0.2035 1.4075 -1.8528
C -0.7026 -0.1081 -0.3328
C 0.4697 -0.7114 0.4070
H 0.5417 -1.7271 0.7724
H -1.6196 1.1882 1.0824
H 2.0612 -0.9121 1.5778
C 0.2679 0.5370 -1.2197
*
```

Atomic partial charges in e from the Mulliken method, atoms 1 to 2: number 1, H, carries 0.370; number 2, H, carries 0.337

***

10.
One molecule with the formula C5H8O, computed with wB97M-V/def2-TZVPD.

Computed properties:
Kohn-Sham gap = 10.45 eV
SMILES = CC#CCCO
energy above the lowest of the compared OMol25 structures with the same formula, charge and spin = 53.8 kcal per mole
E_LUMO = 0.91 eV

Geometry as ORCA input:
```
! RIJCOSX wB97M-V def2-TZVPD def2/J DEFGRID3
* xyz 0 1
H -1.1663 0.9537 1.5329
H -1.2397 -0.1378 -1.3927
C 1.4184 0.3669 -0.0694
C -1.0255 -0.5318 -0.3942
O -2.1063 0.8292 1.3407
H -2.3429 -1.2301 1.1711
C 2.8235 0.4584 -0.4488
H 3.4314 1.1180 0.1717
H -0.8167 -1.6013 -0.5080
C 0.2520 0.0716 -0.0010
H 2.8682 0.8041 -1.4872
H 3.2434 -0.5521 -0.4146
H -3.1229 -0.2197 -0.0523
C -2.2165 -0.3292 0.5515
*
```

Atomic partial charges in e from the Mulliken method, atoms 1 to 2: number 1, H, carries 0.316; number 2, H, carries 0.248